# 1
{"formula": "C58H45BaBr3N4O2P2S2", "method": "wB97M-V/def2-TZVPD", "symbols": ["Ba", "O", "S", "C", "C", "C", "C", "C", "C", "C", "C", "C", "C", "P", "C", "C", "C", "C", "C", "C", "C", "C", "C", "C", "C", "C", "C", "C", "C", "C", "C", "C", "C", "C", "C", "C", "C", "C", "P", "C", "C", "C", "C", "C", "C", "C", "C", "C", "C", "C", "C", "C", "C", "H", "H", "H", "H", "H", "H", "H", "H", "H", "H", "H", "H", "H", "H", "H", "H", "H", "H", "H", "H", "H", "H", "H", "H", "H", "H", "H", "H", "H", "H", "H", "H", "H", "H", "H", "H", "N", "N", "C", "N", "S", "H", "H", "H", "H", "H", "Br", "C", "C", "C", "Br", "C", "C", "C", "C", "N", "C", "C", "O", "H", "H", "H", "H", "Br"], "positions_angstrom": [[0.264768, 0.821178, 0.550505], [-0.748754, 1.246113, -1.867658], [-0.013370, 0.102832, -2.520184], [-0.981816, -0.126335, -4.011628], [-0.398704, -0.013631, -5.249476], [-1.151179, 0.002255, -6.443605], [-2.509500, -0.053268, -6.342678], [-3.587044, 0.042452, -7.396615], [-4.916964, -0.176314, -6.626428], [-4.505596, -0.291762, -5.177941], [-5.241764, -0.469337, -4.042969], [-4.551913, -0.646698, -2.826996], [-3.177829, -0.607173, -2.695412], [-2.476265, -1.200934, -1.088659], [-3.728999, -0.697965, 0.150118], [-4.797842, -1.507629, 0.534634], [-5.675756, -1.098667, 1.526964], [-5.506038, 0.131226, 2.148135], [-4.452871, 0.949712, 1.769693], [-3.569981, 0.536672, 0.781744], [-2.720872, -3.004952, -1.269323], [-2.906916, -3.619042, -2.505734], [-2.968876, -5.004630, -2.601992], [-2.845014, -5.791756, -1.469032], [-2.644274, -5.188775, -0.232657], [-2.574972, -3.809539, -0.133808], [-2.393576, -0.321059, -3.860721], [-3.104598, -0.219295, -5.073827], [1.475437, 0.837516, -3.161655], [1.342404, 2.092078, -3.711881], [2.349273, 2.677424, -4.501132], [3.453047, 1.922023, -4.792514], [4.661847, 2.206217, -5.652880], [5.508516, 0.903247, -5.597327], [4.791217, 0.021388, -4.601948], [5.096313, -1.199280, -4.068115], [4.266888, -1.702104, -3.042260], [3.113920, -1.081406, -2.606479], [2.454533, -1.466234, -0.929227], [3.968099, -1.599092, 0.084582], [4.794919, -2.722117, 0.138748], [5.922019, -2.720758, 0.944195], [6.235729, -1.598790, 1.703812], [5.418442, -0.480350, 1.658399], [4.284946, -0.481235, 0.855522], [1.840301, -3.175917, -1.073780], [1.853831, -4.031025, 0.030260], [1.202076, -5.255106, -0.019692], [0.521932, -5.637831, -1.168745], [0.505300, -4.796329, -2.270319], [1.163631, -3.575146, -2.225153], [2.686203, 0.096929, -3.290440], [3.599672, 0.652799, -4.200926], [0.673715, 0.108213, -5.316376], [-0.646362, 0.103856, -7.395606], [-3.441701, -0.693875, -8.187349], [-3.559469, 1.024803, -7.871174], [-5.420149, -1.088563, -6.950955], [-5.619820, 0.642937, -6.779320], [-6.323198, -0.520015, -4.061670], [-5.142497, -0.859112, -1.944743], [-4.936556, -2.473033, 0.065614], [-6.490479, -1.747686, 1.821326], [-6.183474, 0.447106, 2.930354], [-4.300209, 1.905092, 2.255478], [-2.756243, 1.212373, 0.531194], [-3.016654, -3.017798, -3.399855], [-3.122350, -5.467681, -3.569076], [-2.901713, -6.870214, -1.546339], [-2.538798, -5.791924, 0.660572], [-2.420338, -3.361754, 0.842938], [0.409245, 2.617627, -3.547666], [2.216979, 3.677473, -4.892663], [5.216169, 3.054288, -5.247627], [4.376873, 2.472504, -6.671082], [6.534971, 1.098908, -5.286413], [5.560605, 0.417883, -6.573432], [5.989504, -1.742374, -4.350632], [4.597303, -2.593048, -2.522820], [4.546685, -3.610457, -0.430032], [6.555721, -3.597712, 0.986121], [7.115714, -1.602887, 2.334361], [5.650479, 0.395912, 2.249386], [3.663705, 0.409116, 0.813782], [2.360895, -3.731602, 0.939740], [1.217715, -5.904882, 0.846346], [0.002172, -6.586334, -1.202837], [-0.027494, -5.087505, -3.166563], [1.148738, -2.924229, -3.092703], [-0.095002, -2.096807, 1.588523], [0.390741, -2.272441, 2.901070], [-0.507649, -2.488527, 3.904474], [-0.029296, -2.238301, 5.137220], [-2.069717, -3.028376, 3.632646], [-1.080004, -1.842803, 1.708821], [-0.111925, -2.990827, 1.108028], [1.092330, -1.570017, 3.117745], [0.775788, -1.634040, 5.256167], [-0.695847, -2.275236, 5.887714], [2.737745, 0.023266, 5.301630], [1.559418, 1.494574, 5.062560], [1.533272, 2.505426, 6.026512], [0.731381, 3.594849, 5.851387], [0.714945, 4.938789, 7.196893], [-0.056257, 3.729861, 4.685681], [-0.867007, 4.850237, 4.402559], [-1.559226, 4.912758, 3.227651], [-1.448378, 3.848204, 2.322081], [-0.721385, 2.781594, 2.552828], [-0.023029, 2.694294, 3.714203], [0.791540, 1.505358, 3.897158], [0.784691, 0.549621, 3.041974], [2.151738, 2.418006, 6.908883], [-0.919932, 5.657575, 5.120035], [-2.174767, 5.766990, 2.981360], [-1.972299, 3.886679, 1.371245], [2.462327, 2.964726, 0.289499]], "atomic_forces_ev_per_a": [[0.267, 0.091, 0.881], [-0.187, 0.309, 0.219], [0.179, 0.001, -0.450], [0.207, -0.186, 0.023], [-0.034, -0.022, 0.033], [-0.076, -0.011, -0.003], [0.055, -0.003, -0.044], [0.005, 0.017, 0.032], [0.038, -0.010, 0.006], [-0.091, -0.009, 0.039], [0.032, 0.018, -0.072], [0.043, 0.029, 0.025], [-0.174, -0.072, 0.090], [0.270, 0.184, -0.113], [-0.065, -0.069, -0.080], [0.033, 0.029, 0.028], [-0.015, 0.037, 0.032], [0.019, -0.039, -0.048], [0.026, -0.008, -0.012], [0.000, 0.065, 0.169], [0.028, -0.067, 0.038], [-0.048, 0.006, 0.040], [-0.034, 0.003, -0.003], [-0.035, 0.038, 0.035], [-0.070, -0.008, -0.019], [0.036, 0.032, -0.060], [-0.098, -0.019, -0.101], [0.066, -0.015, 0.077], [-0.080, -0.004, -0.215], [-0.024, -0.033, 0.029], [0.070, -0.001, -0.023], [-0.027, 0.036, -0.027], [-0.002, -0.011, 0.031], [-0.009, 0.006, 0.033], [-0.004, -0.076, 0.028], [0.029, 0.069, -0.053], [-0.016, 0.017, 0.037], [0.081, -0.053, 0.065], [-0.126, 0.087, -0.051], [-0.041, -0.046, -0.012], [-0.003, -0.012, 0.054], [0.004, -0.003, 0.007], [-0.025, 0.016, -0.009], [0.010, -0.031, -0.008], [0.017, 0.025, -0.054], [-0.055, 0.038, -0.001], [-0.035, -0.034, -0.033], [0.029, 0.022, -0.007], [0.069, -0.002, 0.003], [0.028, -0.002, -0.032], [0.007, -0.011, 0.025], [0.036, 0.035, 0.001], [-0.049, 0.004, -0.012], [-0.006, -0.005, -0.020], [0.002, 0.001, 0.005], [-0.002, -0.015, 0.008], [-0.005, -0.002, -0.006], [-0.002, -0.001, -0.004], [0.009, 0.014, 0.003], [0.000, 0.000, 0.008], [-0.012, 0.000, 0.000], [0.008, -0.025, -0.001], [0.000, 0.002, -0.001], [-0.007, -0.013, 0.002], [-0.002, -0.003, 0.001], [-0.012, -0.122, -0.185], [0.001, -0.025, -0.009], [0.000, 0.011, -0.005], [0.000, -0.004, 0.000], [0.002, 0.014, 0.009], [-0.060, -0.033, 0.015], [0.007, 0.007, -0.016], [-0.005, -0.003, 0.001], [0.000, 0.000, 0.003], [-0.004, -0.010, -0.004], [0.000, -0.002, 0.000], [-0.014, 0.003, -0.005], [-0.003, 0.002, 0.003], [0.010, -0.001, 0.005], [0.005, 0.006, -0.012], [-0.003, -0.001, -0.005], [-0.003, -0.001, 0.002], [-0.004, 0.000, -0.001], [0.012, 0.008, 0.024], [-0.009, -0.006, 0.010], [0.005, -0.004, 0.000], [0.022, 0.009, 0.000], [0.014, 0.007, 0.008], [-0.007, -0.005, -0.011], [-0.242, 0.442, 0.121], [0.086, 0.012, -0.048], [-0.030, -0.018, -0.002], [-0.022, 0.056, 0.011], [0.060, -0.004, 0.001], [-0.085, -0.070, -0.132], [0.131, -0.068, 0.041], [-0.013, 0.097, 0.008], [-0.002, -0.087, -0.018], [-0.012, -0.028, 0.000], [0.017, 0.013, 0.068], [-0.027, -0.053, -0.205], [-0.001, 0.023, 0.014], [0.070, 0.012, 0.140], [-0.009, -0.026, -0.042], [-0.064, -0.075, -0.189], [-0.028, 0.017, -0.017], [-0.012, 0.062, 0.043], [0.046, -0.113, -0.016], [-0.023, -0.183, -0.159], [0.053, 0.137, 0.068], [0.048, -0.146, 0.165], [-0.066, 0.020, -0.103], [0.001, 0.000, -0.002], [0.002, -0.001, -0.001], [0.003, 0.001, 0.014], [-0.004, 0.006, 0.003], [-0.081, -0.183, -0.124]], "e_lumo_ha": -0.00928, "orbital_gap_ha": 0.2491, "max_force_ev_per_a": 0.93, "de_lowest_kcal_mol": 7.97}

---

# 2
{"formula": "C2H7N3", "method": "wB97M-V/def2-TZVPD", "symbols": ["C", "C", "N", "N", "N", "H", "H", "H", "H", "H", "H", "H"], "positions_angstrom": [[-1.194565, 0.227855, -0.345149], [1.250725, 0.173016, 0.108050], [-2.305702, -0.351994, -0.059333], [2.267189, -0.467556, -0.316746], [-0.015736, -0.306562, 0.068045], [-1.136126, 1.120615, -0.838246], [1.723156, 2.989125, 1.342973], [-3.309194, 0.078192, -0.304600], [-2.422147, -1.157683, 0.669927], [3.248107, 0.015518, -0.253740], [2.077696, -1.295071, -0.781025], [-0.183405, -1.025453, 0.709849]], "atomic_forces_ev_per_a": [[0.032, -1.442, 1.455], [0.715, 0.704, -0.916], [-3.251, -0.303, 1.346], [1.319, 4.259, 1.918], [-0.628, 0.220, -0.107], [-0.249, 2.209, -1.677], [-0.034, -0.283, -0.126], [2.979, -0.928, 0.320], [0.535, 1.573, -1.884], [-1.962, -1.500, -0.162], [0.351, -2.551, -1.453], [0.192, -1.958, 1.286]], "e_lumo_ha": [-0.37661, -0.43847], "orbital_gap_ha": [0.3729, 0.2349], "total_charge": 2, "max_force_ev_per_a": 4.85, "de_lowest_kcal_mol": 133.01}